{
  "formula": "C9H56CdNO20",
  "method": "the ωB97M-V functional and the def2-TZVPD basis",
  "species": ["Cd", "C", "C", "C", "C", "C", "C", "N", "O", "C", "C", "C", "H", "H", "H", "H", "H", "H", "H", "H", "H", "H", "H", "H", "H", "H", "H", "H", "H", "H", "O", "H", "H", "O", "H", "H", "O", "H", "H", "O", "H", "H", "O", "H", "H", "O", "H", "H", "O", "H", "H", "O", "H", "H", "O", "H", "H", "O", "H", "H", "O", "H", "H", "O", "H", "H", "O", "H", "H", "O", "H", "H", "O", "H", "H", "O", "H", "H", "O", "H", "H", "O", "H", "H", "O", "H", "H"],
  "coordinates": [[-1.78137, -3.78268, -0.38137], [-0.72091, 0.08877, -1.99893], [0.48432, -0.25832, -1.01126], [1.24788, 1.01652, -0.76326], [0.54075, 1.91176, 0.14231], [0.26553, 1.19801, 1.50677], [-0.48718, -0.12801, 1.37638], [0.13639, -0.90772, 0.23666], [-0.20983, -2.37295, 0.21346], [-1.95203, 0.07919, 1.16410], [-0.38316, -0.82366, 2.74486], [1.49175, -1.11641, -1.79098], [-1.46254, -0.68812, -1.81314], [-0.44683, 0.16010, -3.05149], [-1.24281, 1.00914, -1.73693], [1.23087, 1.61088, -1.67679], [2.30226, 0.93150, -0.50028], [-0.40530, 2.26284, -0.26977], [1.11438, 2.81302, 0.35857], [-0.26077, 1.83526, 2.21741], [1.24040, 1.07452, 1.97845], [-2.53700, 0.40198, 2.02533], [-2.45112, -0.83993, 0.85712], [-2.22750, 0.70068, 0.31207], [-0.66258, -1.87652, 2.78372], [-1.09151, -0.52290, 3.51680], [0.60434, -0.62876, 3.16315], [2.03011, -0.55544, -2.55490], [1.03020, -1.89976, -2.39218], [2.26297, -1.62028, -1.20837], [-0.45769, 2.10287, -5.69668], [-0.21032, 1.17819, -5.69343], [0.28717, 2.55196, -5.29701], [-2.88232, -1.63781, -4.24618], [-2.66781, -1.94668, -5.12642], [-3.40163, -0.84658, -4.38940], [4.05910, 2.96665, 0.92588], [3.80712, 2.13564, 1.32856], [3.82942, 2.86515, 0.00221], [3.54505, 2.73502, -2.43261], [2.67163, 2.36061, -2.31776], [3.44694, 3.35603, -3.15438], [-0.54241, -4.13418, -2.13537], [0.06229, -3.58954, -2.63928], [-0.61608, -4.94294, -2.64204], [-3.05067, -3.64225, 1.16656], [-3.99441, -3.68036, 1.01118], [-2.96643, -3.25726, 2.03887], [1.29318, -3.79313, -4.25431], [2.20716, -4.06256, -4.16327], [1.20135, -3.56459, -5.17928], [2.72752, -2.04078, 1.47250], [2.13097, -2.50938, 2.05626], [2.19916, -1.84039, 0.69990], [-2.89020, -2.57595, -1.59892], [-2.77035, -2.59102, -2.54847], [-3.79657, -2.29384, -1.47587], [3.58475, 0.90688, 2.48527], [4.33735, 0.72284, 3.04735], [3.03177, 0.12938, 2.56242], [0.78557, -0.21197, -6.02324], [0.98243, -0.78438, -5.28174], [0.52599, -0.80896, -6.72499], [-3.58309, 2.82624, 2.95589], [-4.05045, 3.62762, 3.19167], [-3.08811, 3.05934, 2.17047], [2.34823, 5.95292, 0.04823], [2.73180, 5.69839, 0.88748], [1.75312, 5.23595, -0.17093], [-2.80585, -2.90130, 3.82599], [-2.91433, -2.08516, 4.31423], [-2.99284, -3.58954, 4.46441], [1.02655, 3.17199, 4.88529], [0.82298, 2.60380, 4.14236], [1.71474, 2.70725, 5.36136], [4.89284, -1.54137, -0.74267], [5.08773, -1.42075, -1.67203], [3.93833, -1.49339, -0.68943], [-2.20556, 3.93096, 0.79541], [-1.37462, 3.48270, 0.95302], [-1.96490, 4.71734, 0.30560], [0.95448, -2.26787, 5.31240], [0.54235, -1.57174, 4.80075], [0.76482, -2.04102, 6.22278], [-5.35576, 0.85213, 2.97719], [-5.72294, 1.28676, 3.74694], [-4.64862, 1.42975, 2.68992]],
  "charge": 1,
  "homo_ev": -9.79
}

=====

{
  "formula": "CHAs4F24O3Zn",
  "method": "the ωB97M-V functional and the def2-TZVPD basis",
  "species": ["Zn", "As", "F", "F", "F", "F", "F", "F", "As", "F", "F", "F", "F", "F", "F", "As", "F", "F", "F", "F", "F", "F", "As", "F", "F", "F", "F", "F", "F", "O", "C", "O", "O", "H"],
  "coordinates": [[0.03431, -0.39353, -1.21713], [1.51714, 5.44798, 0.66183], [0.97646, 3.75308, 0.20096], [-0.19795, 5.84800, 1.07699], [2.03265, 7.11352, 1.10564], [3.20588, 4.97475, 0.29119], [1.17634, 5.99498, -0.97070], [1.77514, 4.88433, 2.34325], [-1.74047, -4.43433, 3.14433], [-1.10808, -3.00842, 2.25431], [-0.72051, -4.04948, 4.55533], [-2.51150, -5.83267, 3.86085], [-2.72202, -4.76128, 1.69790], [-0.43839, -5.40660, 2.39724], [-3.05074, -3.45384, 3.90253], [-5.89524, 1.63056, -0.47618], [-7.17538, 2.80428, -0.03460], [-6.53400, 1.38820, -2.12948], [-4.45335, 0.61819, -0.86113], [-5.17607, 1.62243, 1.18340], [-6.95351, 0.16894, -0.02740], [-4.93989, 3.08408, -0.92350], [6.16389, -1.15517, 0.94046], [6.61663, -2.14610, -0.43836], [5.52684, -2.59258, 1.77455], [5.70324, -0.26600, 2.48249], [6.79698, 0.38152, 0.25004], [4.50115, -0.86979, 0.28570], [7.82234, -1.49453, 1.65947], [-0.19642, -2.12324, -6.82028], [-0.06766, -1.70108, -5.57895], [0.18276, -2.47234, -4.58984], [-0.17189, -0.49749, -5.23934], [0.02140, -3.05637, -6.76166]],
  "charge": -3,
  "homo_ev": -5.98
}

=====

{
  "formula": "C3H4N2O",
  "method": "the ωB97M-V functional and the def2-TZVPD basis",
  "species": ["N", "C", "C", "C", "N", "O", "H", "H", "H", "H"],
  "coordinates": [[1.80546, -0.18470, -0.35525], [0.46144, -0.16455, -0.04255], [-0.58062, 0.56780, -0.52758], [-1.67610, 0.08962, 0.23370], [-1.33888, -0.85109, 1.07549], [0.03357, -1.00808, 0.90426], [2.33364, -0.86719, 0.17062], [2.23990, 0.72720, -0.32108], [-0.56527, 1.29076, -1.32792], [-2.71313, 0.40022, 0.19030]],
  "homo_ev": -8.86,
  "smiles": "Nc1ccno1"
}

=====

{
  "formula": "C25H22N5S2Zr",
  "method": "the ωB97M-V functional and the def2-TZVPD basis",
  "species": ["Zr", "N", "C", "S", "N", "N", "C", "C", "C", "C", "C", "C", "C", "C", "C", "C", "C", "C", "N", "H", "H", "H", "H", "H", "H", "H", "H", "H", "H", "H", "N", "S", "C", "C", "C", "C", "C", "C", "C", "C", "C", "C", "C", "C", "H", "H", "H", "H", "H", "H", "H", "H", "H", "H", "H"],
  "coordinates": [[0.04260, 0.30300, 0.05380], [3.45060, -0.04830, 2.86680], [2.32960, 0.05850, 2.17940], [2.48350, 0.17100, 0.39830], [1.18990, 0.12600, 2.82750], [0.03920, 0.14370, 2.13480], [-1.10400, 0.35370, 2.77410], [-1.19120, 0.58520, 4.21320], [-0.85110, -0.38820, 5.15940], [-1.01030, -0.11790, 6.50560], [-1.43060, 1.13660, 6.92760], [-1.72710, 2.11900, 5.99060], [-1.64910, 1.84090, 4.64270], [-2.29420, 0.43030, 1.91800], [-3.58050, 0.60360, 2.43160], [-4.63840, 0.77950, 1.55000], [-4.39310, 0.74670, 0.17970], [-3.10550, 0.49040, -0.26780], [-2.07330, 0.32470, 0.57530], [4.34410, -0.13180, 2.40120], [3.42180, -0.09470, 3.87750], [-0.52660, -1.36320, 4.82970], [-0.81230, -0.88860, 7.23400], [-1.51880, 1.35440, 7.98000], [-2.00710, 3.10860, 6.31440], [-1.88370, 2.59780, 3.90730], [-3.73000, 0.61070, 3.50160], [-5.63990, 0.93830, 1.92030], [-5.18640, 0.90550, -0.53510], [-2.88920, 0.40960, -1.33640], [-0.19120, 2.31060, -0.04070], [0.59630, 3.30760, -1.13310], [2.13690, 3.69850, -0.26370], [3.25610, 3.91790, -1.05500], [4.43080, 4.34110, -0.45470], [4.47010, 4.55460, 0.91350], [3.35610, 4.29280, 1.69920], [2.17810, 3.85140, 1.11810], [-0.37430, 4.83580, -0.98510], [-1.07190, 5.14650, 0.17140], [-1.81100, 6.31700, 0.21140], [-1.84410, 7.16090, -0.88910], [-1.14080, 6.83700, -2.03790], [-0.40020, 5.66570, -2.09600], [-0.28070, 2.77730, 0.87960], [3.20650, 3.76500, -2.12170], [5.30420, 4.51330, -1.06160], [5.37130, 4.92840, 1.36970], [3.40140, 4.44820, 2.76560], [1.31640, 3.64890, 1.74890], [-1.06180, 4.49680, 1.03730], [-2.35900, 6.56500, 1.10610], [-2.42170, 8.06990, -0.84440], [-1.16770, 7.49060, -2.89450], [0.14670, 5.40020, -2.98650]],
  "charge": 3,
  "homo_ev": -17.10
}